No. 1
57
Properties=species:S:1:pos:R:3 method="wB97M-V/def2-TZVPD" total_charge=+3 orbital_gap_ev=8.1 relative_energy_ev=0.000 e_tot_ev=-131750.3484 molar_mass_g_mol=617.17
Sn -6.4142 -16.2865 6.8649
N -7.4177 -16.2350 9.0080
N -8.7275 -16.7909 9.0246
C -9.2955 -17.3809 7.9686
N -10.4060 -18.0437 8.0994
S -8.6669 -17.2596 6.4017
H -6.8463 -16.6326 9.7444
H -7.5209 -15.2563 9.1127
H -9.2037 -16.8384 9.9312
H -10.8776 -18.2515 8.9728
H -10.7670 -18.5507 7.3433
F -5.0706 -17.3146 4.3409
C -5.9903 -16.4114 4.6591
F -7.0546 -16.7083 3.9402
F -5.6221 -15.1236 4.2781
Br -3.0943 -12.5289 9.8263
C -3.2732 -13.9196 8.6388
C -2.3386 -14.0091 7.6255
C -2.3583 -15.1217 6.7702
C -3.4605 -15.9559 6.8082
N -4.4524 -15.7322 7.6942
C -4.3615 -14.7781 8.6277
H -1.5225 -13.2598 7.5721
H -1.5364 -15.3185 6.1520
H -3.5048 -16.8379 6.2260
H -5.1906 -14.6760 9.2834
C -5.6865 -19.7334 9.2566
C -4.8437 -18.6121 8.6427
O -5.3879 -18.2386 7.3041
H -5.0619 -20.4815 9.7911
H -6.2696 -20.2519 8.4874
H -6.3769 -19.3342 9.9810
H -3.8104 -18.8914 8.4225
H -4.7864 -17.6616 9.1716
H -4.9873 -18.7956 6.6371
C -9.5291 -13.3768 3.4732
C -8.8953 -13.8621 4.7603
C -7.7544 -12.8831 5.0537
S -6.8803 -12.9038 6.6292
O -7.1941 -14.2686 7.3611
C -7.7898 -11.7755 7.7024
C -7.0616 -11.5924 9.0367
C -7.9498 -10.6575 9.8030
H -10.3244 -14.0201 3.1701
H -8.8216 -13.2444 2.6763
H -9.9662 -12.4081 3.6452
H -8.5290 -14.8625 4.5768
H -9.6568 -13.8954 5.5392
H -8.1792 -11.8682 5.0474
H -6.9816 -12.9880 4.3059
H -8.7906 -12.1280 7.8122
H -7.8388 -10.8161 7.1450
H -6.0922 -11.1487 8.8567
H -6.8732 -12.5432 9.6194
H -7.8667 -9.6330 9.4980
H -7.6351 -10.5885 10.8430
H -9.0576 -10.8963 9.7765


No. 2
19
Properties=species:S:1:pos:R:3 method="wB97M-V/def2-TZVPD" total_charge=0 smiles=CCC.CC orbital_gap_ev=12.2 relative_energy_ev=1.187 e_tot_ev=-5410.8625 molar_mass_g_mol=74.17
C -1.8022 0.3877 -0.2001
C -1.8149 -1.0452 0.2506
C -1.6079 -1.2496 1.7678
H -1.0545 0.9060 0.5328
H -1.6177 0.5634 -1.2580
H -2.7713 0.8932 -0.0511
H -2.8197 -1.3203 0.1031
H -1.0193 -1.5420 -0.1901
H -2.1123 -0.4636 2.2316
H -1.9651 -2.3140 1.9796
H -0.5420 -1.2383 2.1105
C 1.7028 1.0776 -0.9830
C 3.1212 0.5251 -0.8547
H 1.2017 0.5730 -1.7585
H 1.1296 1.1146 -0.1213
H 1.6709 2.1185 -1.3016
H 3.8037 0.7919 -1.5833
H 2.9160 -0.6066 -0.7683
H 3.5810 0.8285 0.0939


No. 3
11
Properties=species:S:1:pos:R:3 method="wB97M-V/def2-TZVPD" total_charge=0 orbital_gap_ev=11.3 relative_energy_ev=3.658 e_tot_ev=-7300.0198 molar_mass_g_mol=74.08
C 1.5153 0.3030 0.2610
C 0.1916 -0.5336 -0.2059
C -1.0731 0.2361 0.0202
H 2.3160 -0.3789 -0.4840
H 1.7090 0.2693 1.6620
H 1.3480 1.4672 -0.1122
H 0.1803 -0.5595 -1.5365
H 0.1344 -1.8476 -0.0246
H -2.8805 0.1761 0.2866
O -2.1839 -0.5683 0.2443
O -1.2572 1.4364 -0.1108


No. 4
31
Properties=species:S:1:pos:R:3 method="wB97M-V/def2-TZVPD" total_charge=+1 orbital_gap_ev=10.4 relative_energy_ev=0.822 e_tot_ev=-20027.9088 molar_mass_g_mol=174.34
C 1.8207 -1.7888 -0.1237
C 1.9059 -0.5284 -0.0883
C 0.8906 -2.8436 0.3017
C 3.5100 1.2864 0.3448
C 1.6131 1.5125 -1.0005
C -2.9163 -0.7582 1.2640
C -1.7532 2.0761 0.2320
C -1.8717 -0.6563 -1.5149
N 2.3489 0.6928 -0.1173
O -0.0948 -0.1345 0.8334
Si -1.7042 0.1459 0.1465
H 2.5073 -2.2520 -0.7100
H 0.5049 -2.7757 1.3548
H 1.2016 -3.8845 0.1636
H 0.0058 -2.6413 -0.4313
H 3.9989 0.5981 0.9860
H 4.2414 1.4384 -0.5511
H 3.3878 2.2152 0.8907
H 0.6267 1.1340 -1.2604
H 1.3882 2.4014 -0.4943
H 2.1904 1.8071 -1.9015
H -3.9067 -0.9982 0.8363
H -2.4359 -1.7617 1.4898
H -3.0778 -0.2301 2.2122
H -0.7683 2.5386 -0.0279
H -2.4090 2.5316 -0.4622
H -2.1418 2.3771 1.1635
H -2.8676 -0.6253 -1.7066
H -1.1318 -0.2966 -2.2477
H -1.5120 -1.7121 -1.4817
H -0.1373 -0.8005 1.5500


No. 5
18
Properties=species:S:1:pos:R:3 method="wB97M-V/def2-TZVPD" total_charge=0 orbital_gap_ev=9.8 relative_energy_ev=1.748 e_tot_ev=-27263.5738 molar_mass_g_mol=184.19
C -1.3694 -1.0746 0.2294
C -0.8080 1.4043 0.1671
C -1.6264 -2.4536 0.6516
C -0.8382 1.4139 -2.2298
C 2.9410 0.7538 1.4568
N -1.2336 -0.6023 -0.9381
N -0.9799 0.7502 -0.9442
F 2.6262 -0.5658 1.2843
F 3.4111 1.1904 0.3123
F 3.9241 0.8264 2.2861
S -0.9324 0.2113 1.4522
H 2.1345 1.3000 2.0558
H -1.4282 -2.9877 -0.1728
H -2.5915 -2.4220 1.0816
H -0.7706 -2.6194 1.4036
H -0.6431 2.4410 -2.2589
H -0.0856 1.0661 -2.8391
H -1.7299 1.3680 -2.9980


No. 6
16
Properties=species:S:1:pos:R:3 method="wB97M-V/def2-TZVPD" total_charge=0 orbital_gap_ev=9.8 relative_energy_ev=4.072 e_tot_ev=-8297.4321 molar_mass_g_mol=90.13
C 0.6636 -4.3896 1.4712
O 1.0030 -5.6019 2.1969
C 1.7443 -3.4506 1.1620
H 0.2051 -4.7358 0.6199
H -0.1595 -3.7854 1.8560
H 1.7202 -3.0342 0.1571
H 1.7577 -2.7997 2.0180
H 2.7843 -3.9640 1.1411
N -1.0426 5.5098 -2.8528
C -2.0290 5.4750 -1.7642
N -2.0533 4.6084 -0.7181
H -0.0601 5.1517 -2.7226
H -1.1883 6.3092 -3.4663
H -2.8587 6.1529 -1.9026
H 0.8006 -5.3779 3.4892
H -1.2874 3.9322 -0.6847


No. 7
56
Properties=species:S:1:pos:R:3 method="wB97M-V/def2-TZVPD" total_charge=-1 orbital_gap_ev=9.9 relative_energy_ev=0.000 e_tot_ev=-176948.6750 molar_mass_g_mol=968.58
Ca 0.2542 0.1829 -0.5454
C 0.6202 -2.1659 -4.2060
F 0.9950 -0.9229 -4.4425
F -0.3273 -2.4891 -5.0607
F 1.6674 -2.9468 -4.3521
S -0.1300 -2.3185 -2.4476
O -1.2512 -1.3932 -2.3335
O -0.5754 -3.6648 -2.2149
N 1.1201 -1.6730 -1.5037
S 2.2751 -2.7463 -1.1681
O 2.3146 -3.9244 -1.9873
O 3.5322 -2.0688 -0.9527
C 1.8491 -3.4635 0.5874
F 2.8048 -4.3412 0.8593
F 1.9546 -2.4923 1.4895
F 0.6780 -4.0615 0.6393
C 1.0029 4.2046 -1.9667
F -0.2482 4.5899 -1.9325
F 1.6783 5.0508 -2.7073
F 1.4513 4.1187 -0.7258
S 1.2091 2.4536 -2.7561
O 1.3681 2.6997 -4.1608
O 2.2793 1.8081 -2.0331
N -0.1695 1.6012 -2.2475
S -1.2945 1.8762 -3.3569
O -1.3648 3.2386 -3.8241
O -1.3639 0.8780 -4.4094
C -2.8480 1.8171 -2.3131
F -2.9252 2.8823 -1.5394
F -3.8535 1.8197 -3.1926
F -2.9173 0.6935 -1.5844
C -1.3388 1.7578 3.5178
F -2.4160 0.9882 3.2949
F -1.7782 2.8780 4.0512
F -0.5507 1.1067 4.3352
S -0.5836 2.1801 1.8018
O -1.6176 1.9550 0.8090
O -0.1823 3.5575 1.9200
N 0.7150 1.0533 1.4812
S 1.8055 1.0955 2.6758
O 1.7032 2.2593 3.5020
O 1.9243 -0.2054 3.2838
C 3.3769 1.3640 1.6035
F 3.2759 2.5483 1.0281
F 4.4415 1.3815 2.4026
F 3.4738 0.3960 0.7121
C -3.1104 -2.7934 3.0389
C -1.9441 -2.4005 3.9513
O -1.0237 -1.7647 3.0833
C -1.4677 -1.8033 1.8181
O -0.8501 -1.4495 0.8664
O -2.7404 -2.2157 1.7684
H -4.0321 -2.3702 3.4252
H -3.1515 -3.8732 2.9287
H -1.5038 -3.2723 4.4303
H -2.2104 -1.6157 4.6589


No. 8
42
Properties=species:S:1:pos:R:3 method="wB97M-V/def2-TZVPD" total_charge=0 orbital_gap_ev=5.0 relative_energy_ev=4.044 e_tot_ev=-26610.5989 molar_mass_g_mol=291.35
C -1.2368 -0.3214 0.8279
N -0.0374 0.0866 1.5558
C 1.2062 -0.2222 0.8471
C -0.0733 0.7971 2.6430
H -1.1464 -1.3862 0.5676
H -2.1197 -0.1410 1.4514
H -1.3016 0.2513 -0.1120
H 1.2015 -1.2877 0.5727
H 1.2554 0.3750 -0.0803
H 2.0654 0.0095 1.4889
H 0.8807 1.0392 3.1150
H -1.0438 0.9660 3.1214
C 0.6844 1.6919 5.8127
C -0.0456 2.9502 6.2718
C -0.2976 2.9228 7.7931
O 0.7588 4.1109 6.0181
C 0.7957 4.6612 4.7474
O 1.6789 5.4701 4.5152
C -0.2786 4.3319 3.8341
C -0.5399 5.2963 2.7246
C 0.3804 4.9545 1.5684
C -0.1040 4.2503 0.4593
C 0.8045 3.6470 -0.4094
C 2.1740 3.8489 -0.2422
C 2.6307 4.7149 0.7513
C 1.7314 5.2717 1.6528
C -1.4194 3.6470 4.3675
O -2.4732 3.5773 3.7534
O -1.3332 3.0688 5.6252
H 0.9039 1.7483 4.7504
H 1.6328 1.5842 6.3483
H 0.0866 0.7907 5.9886
H -0.7986 3.8505 8.0830
H -0.9376 2.0730 8.0612
H 0.6585 2.8496 8.3273
H -1.5834 5.2417 2.4194
H -0.3073 6.3369 3.0509
H -1.1886 4.1977 0.3080
H 0.4241 2.9991 -1.2229
H 2.8912 3.2826 -0.8418
H 3.6966 4.9446 0.8558
H 2.0544 5.9321 2.4585


No. 9
50
Properties=species:S:1:pos:R:3 method="wB97M-V/def2-TZVPD" total_charge=0 smiles="CCCNCc1cc(Br)ccc1OCC(=O)NCCc1ccccc1" orbital_gap_ev=9.3 relative_energy_ev=0.223 e_tot_ev=-98264.0415 molar_mass_g_mol=405.34
C -4.8307 -0.2024 -1.9607
C -3.5158 -0.2374 -2.7314
C -2.3219 -0.6011 -1.8368
N -2.0374 0.3267 -0.7569
C -1.6178 1.6615 -1.1794
C -0.6147 2.2564 -0.2199
C 0.5421 2.8410 -0.7077
C 1.4885 3.3521 0.1627
Br 3.0765 4.1327 -0.5410
C 1.3068 3.2837 1.5309
C 0.1530 2.7071 2.0279
C -0.8172 2.2053 1.1666
O -1.9880 1.6469 1.6079
C -1.9190 0.8856 2.7986
C -0.7711 -0.1389 2.7675
O -0.1525 -0.4265 3.7715
N -0.5583 -0.6636 1.5515
C 0.5894 -1.4843 1.2529
C 1.5686 -0.7346 0.3368
C 2.7439 -1.6065 0.0034
C 3.8788 -1.5988 0.8035
C 4.9478 -2.4292 0.5177
C 4.8929 -3.2820 -0.5715
C 3.7644 -3.2995 -1.3730
C 2.6971 -2.4675 -1.0854
H -4.8258 0.5840 -1.2078
H -5.0077 -1.1547 -1.4644
H -5.6596 -0.0095 -2.6373
H -3.3399 0.7338 -3.1993
H -3.5819 -0.9810 -3.5277
H -2.5048 -1.5771 -1.3766
H -1.4200 -0.6823 -2.4518
H -2.8539 0.4096 -0.1592
H -1.1445 1.5813 -2.1614
H -2.4677 2.3538 -1.2736
H 0.7152 2.8842 -1.7726
H 2.0554 3.6706 2.2043
H 0.0179 2.6466 3.0955
H -1.8098 1.5135 3.6898
H -2.8755 0.3595 2.8665
H -1.0884 -0.3253 0.7414
H 0.2588 -2.4057 0.7631
H 1.0725 -1.7383 2.1991
H 1.9007 0.1724 0.8460
H 1.0411 -0.4429 -0.5742
H 3.9241 -0.9344 1.6543
H 5.8262 -2.4105 1.1459
H 5.7273 -3.9298 -0.7960
H 3.7162 -3.9622 -2.2248
H 1.8185 -2.4823 -1.7154


No. 10
12
Properties=species:S:1:pos:R:3 method="wB97M-V/def2-TZVPD" total_charge=0 orbital_gap_ev="8.5 / 8.5" relative_energy_ev=6.223 e_tot_ev=-14839.8128 molar_mass_g_mol=198.99
C 0.0988 -2.1213 -0.7112
C 0.5355 -1.2894 0.1932
C -1.1980 1.4608 -0.1893
N 1.6154 0.5685 0.9988
O 1.1878 -0.6691 0.9970
I -2.5235 -0.1039 0.3083
H 0.8609 -2.8124 -1.1845
H -0.9327 -2.4090 -0.7546
H -0.5612 1.5293 0.6935
H -0.6274 1.0821 -1.0145
H -1.6166 2.4441 -0.4918
H 2.1152 0.8206 1.7652


No. 11
82
Properties=species:S:1:pos:R:3 method="wB97M-V/def2-TZVPD" total_charge=-1 orbital_gap_ev="4.8 / 7.7" s_squared=3.78 relative_energy_ev=0.000 e_tot_ev=-93110.6184 multiplicity=4 molar_mass_g_mol=703.70
V 0.4116 -1.5593 -0.3724
O 0.4721 -3.3355 -1.1342
C -0.0137 -3.6272 -2.3263
C 0.8452 -3.9447 -3.3886
C 0.3368 -4.3103 -4.6200
C -1.0403 -4.3832 -4.8401
C -1.8938 -4.0698 -3.7994
C -1.4062 -3.6811 -2.5515
C -2.3600 -3.3668 -1.4868
N -2.0425 -2.8689 -0.3649
C -3.0747 -2.6642 0.6368
C -2.3928 -2.6183 2.0021
N -1.2776 -1.6902 1.9464
C -1.1558 -0.8350 2.8708
C -0.0995 0.1944 2.9130
C 0.1120 0.8740 4.1148
C 1.0822 1.8507 4.2348
C 1.8622 2.1607 3.1179
C 1.6608 1.5246 1.9094
C 0.6671 0.5373 1.7772
O 0.4335 -0.0080 0.6122
H 1.9111 -3.8737 -3.2123
H 1.0211 -4.5434 -5.4282
H -1.4310 -4.6714 -5.8074
H -2.9695 -4.1100 -3.9468
H -3.4099 -3.6104 -1.7123
H -3.8250 -3.4637 0.6254
H -3.6004 -1.7217 0.4647
H -1.9954 -3.6137 2.2226
H -3.1177 -2.3527 2.7818
H -1.8663 -0.8064 3.7075
H -0.5119 0.6199 4.9662
H 1.2366 2.3621 5.1758
H 2.6358 2.9165 3.1964
H 2.2520 1.7603 1.0334
N 1.6207 -2.4972 1.1601
C 3.0186 -2.2315 0.8555
C 4.0476 -2.6053 1.7120
C 5.3631 -2.3468 1.3456
C 5.6432 -1.7385 0.1323
C 4.6175 -1.3519 -0.7535
C 4.8369 -0.7378 -2.0086
C 3.7267 -0.3879 -2.7983
C 2.4529 -0.6219 -2.3580
N 2.1988 -1.2112 -1.1456
C 3.2693 -1.5920 -0.3573
H 1.4088 -3.4841 1.0383
H 1.3870 -2.2284 2.1091
H 3.8151 -3.0955 2.6508
H 6.1721 -2.6298 2.0084
H 6.6715 -1.5468 -0.1550
H 5.8494 -0.5473 -2.3420
H 3.8606 0.0795 -3.7655
H 1.5787 -0.3452 -2.9318
C 0.4519 6.6805 0.2453
C -0.6102 5.6742 0.5985
C -1.9045 5.7957 0.0986
C -2.8697 4.8410 0.3766
C -2.5370 3.7546 1.1744
C -1.2595 3.6266 1.7057
C -0.3052 4.5862 1.4106
S -3.7209 2.4744 1.4425
O -5.0342 3.0541 1.3836
O -3.2759 1.7429 2.5947
N -3.6193 1.4824 0.1566
C -2.3020 0.9863 -0.3183
C -2.2633 1.0646 -1.8255
C -1.0554 0.3942 -2.4910
O -0.6701 0.8712 -3.5530
O -0.5618 -0.6522 -1.9321
H 0.0147 7.5989 -0.1464
H 1.1192 6.2752 -0.5182
H 1.0621 6.9315 1.1137
H -2.1584 6.6486 -0.5205
H -3.8768 4.9350 -0.0090
H -1.0212 2.7853 2.3434
H 0.6960 4.4769 1.8124
H -4.1952 1.8458 -0.5938
H -2.1621 -0.0346 0.0010
H -1.4915 1.5609 0.1301
H -2.2972 2.0994 -2.1694
H -3.1469 0.5494 -2.2252


No. 12
18
Properties=species:S:1:pos:R:3 method="wB97M-V/def2-TZVPD" total_charge=0 smiles="C=NN1CSC[C@H]1C" orbital_gap_ev=9.3 relative_energy_ev=2.775 e_tot_ev=-19160.1304 molar_mass_g_mol=130.22
C -2.4597 -1.1694 -0.1829
N -1.2116 -1.1433 -0.3022
N -0.4910 -0.0559 0.0439
C -1.0650 1.1517 0.4867
S 0.1631 1.9552 1.5119
C 1.4976 1.1542 0.5371
C 0.8571 0.0825 -0.3721
C 1.7142 -1.1825 -0.4470
H -3.0363 -2.0488 -0.6321
H -3.1191 -0.3543 0.3589
H -1.3315 1.7738 -0.3592
H -2.0598 0.9467 1.0192
H 2.1284 0.7011 1.2893
H 2.1106 2.0144 -0.0092
H 0.9811 0.5472 -1.4229
H 1.1595 -1.8362 -1.1925
H 1.5160 -1.6807 0.5203
H 2.6462 -0.8555 -0.8473


No. 13
63
Properties=species:S:1:pos:R:3 method="wB97M-V/def2-TZVPD" total_charge=-1 orbital_gap_ev="6.5 / 6.6" s_squared=6.02 relative_energy_ev=0.077 e_tot_ev=-130744.1441 multiplicity=5 molar_mass_g_mol=674.30
Fe -1.6107 -0.3268 1.2397
S -0.7532 -0.3285 3.4851
S -1.4255 -2.1605 4.2133
S -3.3097 -2.2951 3.4178
S -2.9425 -2.2629 1.3800
C -0.5098 3.5909 -0.0065
N -1.4260 2.9648 -0.9351
C -1.3832 3.0662 -2.3098
C -2.4233 2.3424 -2.7752
N -3.0927 1.7988 -1.7031
B -4.3069 0.8474 -1.8516
N -3.8634 -0.6766 -1.8684
C -4.8227 -1.6321 -2.1156
C -4.2388 -2.8496 -2.0873
N -2.9075 -2.6344 -1.8194
C -1.8958 -3.6549 -1.6323
C -2.6958 -1.3037 -1.6738
S -1.1514 -0.6558 -1.2703
C -2.4621 2.1724 -0.5773
S -2.8323 1.7813 1.0554
H 0.3330 3.9868 -0.5704
H -0.1618 2.8498 0.7105
H -1.0035 4.3947 0.5399
H -0.6265 3.6373 -2.8163
H -2.7495 2.1536 -3.7814
H -4.8010 1.0711 -2.9377
H -5.0824 1.0053 -0.9480
H -5.8481 -1.3548 -2.2798
H -4.6443 -3.8380 -2.2029
H -2.3756 -4.6266 -1.7293
H -1.4645 -3.5643 -0.6357
H -1.1122 -3.5504 -2.3818
C 1.1850 -2.8963 0.7646
C 2.1898 -1.8950 1.3287
C 2.4393 -2.1429 2.8110
Sb 1.5019 0.1087 0.8583
C 2.9522 1.2622 2.0045
C 2.5020 1.3887 3.4567
C 3.1543 2.6486 1.4002
C 2.4937 0.1319 -1.0912
C 2.0211 1.3095 -1.9379
C 4.0147 0.0474 -1.0445
H 1.5641 -3.9186 0.8713
H 0.9728 -2.7181 -0.2931
H 0.2327 -2.8422 1.3008
H 3.1394 -1.9893 0.7932
H 1.5358 -1.9640 3.3967
H 3.2333 -1.5029 3.2031
H 2.7419 -3.1840 2.9667
H 3.8960 0.7088 1.9585
H 1.5626 1.9427 3.5294
H 3.2535 1.9322 4.0414
H 2.3259 0.4242 3.9283
H 2.2148 3.2079 1.3817
H 3.5388 2.6147 0.3804
H 3.8596 3.2305 2.0042
H 2.1018 -0.7870 -1.5419
H 2.3267 2.2645 -1.4979
H 0.9346 1.3148 -2.0407
H 2.4513 1.2663 -2.9453
H 4.4526 0.9357 -0.5838
H 4.4324 -0.0281 -2.0553
H 4.3650 -0.8188 -0.4810